Entry 1:
Below is a 3-piece molecular cluster, C5H15NO4 overall, with properties calculated with ωB97M-V/def2-TZVPD.

Cartesian coordinates (Å):
O  1.375  -2.615  -0.346
O  0.142  -2.419  2.431
O  0.078  1.410  3.581
O  3.319  -1.571  -0.565
N  -2.350  2.468  -0.124
C  -1.112  0.674  -1.393
C  1.366  -0.681  -1.709
C  2.118  -1.667  -0.895
C  -0.038  -0.359  -0.995
C  -0.981  1.975  -0.535
H  0.024  1.919  2.839
H  -0.690  2.836  -1.151
H  -0.456  1.708  0.420
H  0.732  -1.899  1.872
H  -0.938  0.963  -2.431
H  1.240  -1.126  -2.716
H  2.033  0.235  -1.725
H  0.953  1.294  3.859
H  -0.503  -2.810  1.830
H  -3.050  2.140  -0.865
H  -2.607  2.082  0.724
H  -2.079  0.358  -1.131
H  -0.693  -1.268  -0.963
H  0.224  -0.215  0.065
H  1.894  -3.435  -0.076

## Properties
Structure (SMILES): NCCCCC(=O)O.O.O
Relative energy (zero: lowest compared OMol25 entry of this formula, charge and spin) (kcal per mole): 47.45

natural (NBO) atomic charge list, values in e, 6 entries:
1. O -0.71
2. O -0.94
3. O -0.93
4. O -0.60
5. N -0.84
6. C -0.43



Entry 2:
Below is one molecule with the formula C2H2ClFN2O4, with properties calculated with ωB97M-V/def2-TZVPD.

Cartesian coordinates (Å):
Cl  0.070  1.662  1.686
F  0.915  -1.116  -1.082
O  -1.818  0.699  -0.818
O  -1.389  -2.075  -0.189
O  -0.249  1.049  -2.186
O  -0.681  -1.166  1.635
N  -0.740  -1.285  0.458
N  -0.737  0.546  -1.211
C  1.162  0.704  0.672
C  0.125  -0.353  -0.373
H  1.444  0.015  1.393
H  1.899  1.320  0.013

## Properties
Structure (SMILES): O=[N+]([O-])C(F)(CCl)[N+](=O)[O-]
Relative energy (zero: lowest compared OMol25 entry of this formula, charge and spin) (kcal per mole): 0.00

natural (NBO) atomic charge list, values in e, 6 entries:
1. Cl -0.01
2. F -0.28
3. O -0.31
4. O -0.33
5. O -0.35
6. O -0.32



Total energy (computed, Eh): -555.17485 -1047.68644